Below is C6H11FS in the gas phase at a distorted geometry, with properties calculated with ωB97M-V with the def2-TZVPD basis set.

Geometry (Å):
C1 0.70 0.24 0.00
H1 0.80 -1.60 -0.85
H2 1.01 -0.34 -2.05
H3 0.82 2.20 0.74
C2 0.79 1.56 -0.18
S1 0.83 -0.37 1.60
C3 0.77 2.29 -1.52
H4 -1.07 -1.64 -2.28
C4 -1.00 -0.79 -1.60
C5 -0.84 -0.76 2.01
H5 1.74 2.60 -1.78
H6 -1.56 -0.01 1.69
C6 0.42 -0.68 -1.15
H7 -1.34 0.11 -2.17
H8 0.28 1.70 -2.32
F1 -1.89 -1.00 -0.56
H9 -0.93 -0.88 3.10
H10 -1.23 -1.67 1.58
H11 0.18 3.21 -1.49

Values from the calculation:
HOMO energy: -8.415 eV
Structure (SMILES): C/C=C(\CCF)SC
Orbital gap: 9.325 eV
Energy relative to the best compared isomer or geometry (same formula, charge and spin): 0.439 eV
Molar mass: 134.22 g/mol

Mulliken population analysis, charges in e, atoms 1 to 2: number 1, C, carries 0.28; number 2, H, carries 0.41